Record 1
{
  "formula": "C38H35ClFeN2Si2",
  "method": "wB97M-V/def2-TZVPD",
  "spin_multiplicity": 5,
  "s_squared": 6.147,
  "max_force_ev_per_a": 6.9,
  "homo_ev": [-5.297, -6.328],
  "de_lowest_kcal_mol": 1.2,
  "lumo_ev": [-0.30, -0.33],
  "charge": 0,
  "symbols": ["C", "C", "C", "H", "C", "C", "H", "H", "H", "H", "Fe", "Si", "C", "C", "H", "C", "H", "C", "H", "C", "H", "C", "H", "C", "C", "H", "C", "H", "C", "H", "C", "H", "C", "H", "H", "Si", "C", "C", "H", "C", "H", "C", "H", "C", "H", "C", "H", "C", "C", "H", "C", "H", "C", "H", "C", "H", "C", "H", "H", "Cl", "N", "C", "C", "C", "C", "C", "C", "C", "C", "N", "C", "H", "H", "H", "H", "H", "H", "H", "H"],
  "xyz": [[-0.59, 3.33, 2.80], [0.65, 3.29, 2.07], [0.39, 3.81, 0.76], [1.63, 3.02, 2.47], [-1.00, 4.15, 0.68], [-1.60, 3.85, 1.94], [-2.63, 4.07, 2.21], [-0.70, 3.12, 3.87], [1.15, 4.02, 0.01], [-1.50, 4.62, -0.17], [-0.73, 2.08, 1.02], [-0.47, -2.88, 0.44], [1.33, -3.39, 0.35], [1.73, -4.22, -0.71], [0.99, -4.55, -1.45], [3.06, -4.61, -0.83], [3.37, -5.25, -1.66], [4.01, -4.17, 0.10], [5.06, -4.46, -0.01], [3.62, -3.34, 1.15], [4.35, -2.98, 1.87], [2.27, -2.97, 1.29], [1.97, -2.36, 2.15], [-0.54, -1.09, -0.12], [0.30, 0.01, 0.50], [1.30, -0.35, 0.79], [0.40, 1.30, -0.32], [1.34, 1.84, -0.39], [-1.02, 1.79, -0.83], [-1.14, 2.77, -1.31], [-1.85, 0.69, -1.30], [-2.73, 0.92, -1.88], [-1.40, -0.66, -1.16], [-1.92, -1.42, -1.75], [-0.18, 0.27, 1.47], [-0.03, 0.63, -1.92], [-0.16, 1.39, -3.68], [0.96, 2.04, -4.22], [1.86, 2.16, -3.61], [0.93, 2.51, -5.54], [1.81, 3.00, -5.95], [-0.23, 2.35, -6.31], [-0.25, 2.71, -7.34], [-1.35, 1.73, -5.76], [-2.26, 1.61, -6.35], [-1.32, 1.25, -4.45], [-2.20, 0.75, -4.03], [1.50, -0.47, -2.34], [2.71, -0.36, -1.65], [2.85, 0.35, -0.84], [3.79, -1.18, -2.01], [4.73, -1.09, -1.46], [3.67, -2.09, -3.06], [4.52, -2.72, -3.34], [2.45, -2.22, -3.72], [2.33, -2.94, -4.53], [1.37, -1.42, -3.35], [0.41, -1.52, -3.88], [-1.27, -3.86, -0.13], [-1.00, -2.94, 2.46], [0.39, 0.28, 3.54], [-0.83, -0.05, 4.11], [-0.82, -0.86, 5.25], [-2.02, -1.27, 5.84], [-3.24, -0.92, 5.26], [-3.29, -0.16, 4.07], [-4.52, 0.15, 3.45], [-4.52, 0.84, 2.25], [-3.30, 1.22, 1.69], [-2.10, 0.99, 2.28], [-2.07, 0.30, 3.47], [0.56, 1.25, 3.28], [1.20, -0.15, 3.96], [0.14, -1.14, 5.69], [-1.99, -1.87, 6.75], [-4.18, -1.23, 5.72], [-5.44, -0.17, 3.93], [-5.43, 1.11, 1.73], [-3.28, 1.73, 0.71]],
  "lowdin_spin": [0.06, 0.02, 0.06, 0.00, 0.04, 0.05, 0.00, 0.01, 0.00, 0.00, 3.09, 0.04, 0.00, 0.00, 0.00, 0.00, 0.00, 0.00, 0.00, 0.00, 0.00, 0.00, 0.00, 0.21, 0.08, 0.01, 0.04, 0.00, 0.03, 0.00, -0.06, 0.00, 0.05, 0.00, 0.02, 0.07, 0.00, 0.00, 0.00, 0.00, 0.00, 0.00, 0.00, 0.00, 0.00, 0.00, 0.00, 0.03, 0.00, 0.00, 0.00, 0.00, 0.00, 0.00, 0.00, 0.00, 0.00, 0.00, 0.00, 0.02, 0.00, 0.00, 0.00, 0.00, 0.00, 0.00, 0.00, 0.00, 0.01, 0.05, 0.01, 0.00, 0.00, 0.00, 0.00, 0.00, 0.00, 0.00, 0.00]
}

Record 2
{
  "formula": "C38H35ClN2PbSi2",
  "method": "wB97M-V/def2-TZVPD",
  "max_force_ev_per_a": 6.5,
  "homo_ev": -12.697,
  "de_lowest_kcal_mol": 0.0,
  "lumo_ev": -6.97,
  "charge": 2,
  "symbols": ["C", "C", "C", "H", "C", "C", "H", "H", "H", "H", "Pb", "Si", "C", "C", "H", "C", "H", "C", "H", "C", "H", "C", "H", "C", "C", "H", "C", "H", "C", "H", "C", "H", "C", "H", "H", "Si", "C", "C", "H", "C", "H", "C", "H", "C", "H", "C", "H", "C", "C", "H", "C", "H", "C", "H", "C", "H", "C", "H", "H", "Cl", "N", "C", "C", "C", "C", "C", "C", "C", "C", "N", "C", "H", "H", "H", "H", "H", "H", "H", "H"],
  "xyz": [[-1.27, -0.57, 0.68], [-1.64, -0.02, -0.58], [-1.74, -1.08, -1.50], [-1.92, 1.02, -0.76], [-1.40, -2.29, -0.84], [-1.13, -1.98, 0.52], [-0.93, -2.71, 1.31], [-1.22, -0.02, 1.62], [-2.09, -1.00, -2.53], [-1.42, -3.29, -1.28], [1.21, -0.83, -0.60], [1.72, 0.60, -4.13], [0.68, 2.17, -4.28], [1.00, 3.38, -4.94], [2.01, 3.52, -5.36], [0.05, 4.40, -5.02], [0.31, 5.39, -5.43], [-1.26, 4.20, -4.51], [-2.00, 5.01, -4.56], [-1.61, 2.95, -3.98], [-2.61, 2.76, -3.62], [-0.64, 1.96, -3.87], [-0.95, 1.02, -3.41], [0.62, -1.06, -4.64], [-0.71, -0.98, -5.14], [-1.12, -0.03, -5.51], [-1.53, -2.11, -5.19], [-2.50, -2.05, -5.68], [-1.10, -3.32, -4.65], [-1.73, -4.21, -4.74], [0.11, -3.38, -3.97], [0.39, -4.30, -3.46], [0.98, -2.29, -3.94], [1.91, -2.36, -3.38], [0.81, 0.26, -2.80], [1.19, 0.03, -6.43], [1.34, -1.43, -7.53], [0.71, -1.52, -8.78], [0.46, -0.61, -9.34], [0.31, -2.76, -9.31], [-0.30, -2.82, -10.21], [0.66, -3.95, -8.67], [0.31, -4.93, -9.03], [1.49, -3.87, -7.55], [1.83, -4.79, -7.08], [1.86, -2.63, -7.01], [2.51, -2.59, -6.14], [0.59, 1.41, -7.60], [-0.79, 1.68, -7.83], [-1.57, 0.99, -7.45], [-1.17, 2.84, -8.55], [-2.24, 3.05, -8.68], [-0.22, 3.72, -9.07], [-0.54, 4.61, -9.62], [1.13, 3.40, -8.91], [1.87, 4.08, -9.32], [1.53, 2.24, -8.21], [2.59, 2.01, -8.10], [2.51, 0.63, -5.39], [3.48, 0.67, -2.91], [1.26, 1.87, -0.40], [2.13, 2.24, 0.65], [2.97, 3.34, 0.55], [3.76, 3.72, 1.66], [3.74, 2.98, 2.84], [2.94, 1.82, 2.96], [2.85, 1.00, 4.11], [2.11, -0.18, 4.07], [1.49, -0.54, 2.88], [1.56, 0.19, 1.75], [2.18, 1.41, 1.80], [0.28, 1.84, -0.13], [1.35, 2.37, -1.28], [2.99, 3.96, -0.36], [4.41, 4.60, 1.59], [4.34, 3.27, 3.71], [3.40, 1.32, 5.00], [2.04, -0.83, 4.94], [0.90, -1.45, 2.82]],
  "mulliken_charge": [-0.41, -1.00, -0.20, 0.55, -0.67, -0.79, 0.49, 0.47, 0.67, 0.47, 1.29, 0.22, 0.94, -0.40, 0.47, -0.69, 0.46, -0.59, 0.43, -0.89, 0.51, -0.47, 0.35, 2.54, -0.59, 0.12, -1.07, 0.51, -0.74, 0.51, -0.82, 0.52, -0.99, 0.78, -0.42, 0.21, 0.55, -0.72, 0.39, -0.57, 0.42, -0.59, 0.43, -0.40, 0.42, -0.57, 0.54, 0.81, 0.09, 0.35, -0.71, 0.40, -0.55, 0.42, -0.62, 0.42, -0.58, 0.49, -0.11, -0.37, -0.16, 0.14, -0.58, -0.78, -0.80, 0.34, -0.45, -0.93, -0.07, 0.12, 0.84, 0.24, -0.08, 0.43, 0.38, 0.39, 0.43, 0.39, 0.41]
}

Record 3
{
  "formula": "C38H35F9N2O2PPdSi",
  "method": "wB97M-V/def2-TZVPD",
  "max_force_ev_per_a": 1.0,
  "homo_ev": -3.566,
  "de_lowest_kcal_mol": 19.7,
  "lumo_ev": 2.13,
  "charge": -1,
  "symbols": ["Pd", "C", "C", "N", "C", "C", "C", "C", "C", "C", "C", "C", "C", "N", "C", "H", "H", "H", "H", "H", "H", "H", "H", "F", "C", "F", "F", "C", "C", "C", "C", "C", "C", "P", "C", "C", "C", "C", "C", "C", "C", "F", "F", "F", "C", "C", "C", "C", "C", "C", "C", "F", "F", "F", "H", "H", "H", "H", "H", "H", "H", "H", "H", "H", "H", "H", "C", "C", "O", "H", "H", "H", "H", "H", "H", "C", "Si", "C", "C", "O", "H", "H", "H", "H", "H", "H", "H", "H", "H"],
  "xyz": [[0.68, 0.26, -0.66], [5.38, 0.30, -1.85], [4.02, -0.01, -1.99], [3.05, 0.85, -1.80], [3.38, 2.11, -1.44], [4.72, 2.53, -1.27], [5.73, 1.58, -1.49], [5.00, 3.87, -0.87], [4.01, 4.75, -0.62], [2.64, 4.36, -0.78], [1.57, 5.23, -0.51], [0.28, 4.79, -0.67], [0.07, 3.47, -1.10], [1.05, 2.63, -1.35], [2.31, 3.05, -1.19], [6.13, -0.47, -2.01], [3.72, -1.02, -2.27], [6.76, 1.86, -1.36], [6.04, 4.16, -0.74], [4.22, 5.76, -0.30], [1.78, 6.24, -0.17], [-0.57, 5.43, -0.47], [-0.93, 3.08, -1.24], [-8.00, 2.22, -1.34], [-7.33, 1.61, -2.34], [-7.37, 2.45, -3.40], [-8.07, 0.53, -2.68], [-5.94, 1.25, -1.94], [-4.85, 1.63, -2.71], [-3.57, 1.27, -2.30], [-3.35, 0.52, -1.15], [-4.47, 0.15, -0.39], [-5.75, 0.51, -0.78], [-1.58, 0.12, -0.72], [-1.60, -1.64, -1.31], [-0.72, -1.98, -2.34], [-0.68, -3.27, -2.84], [-1.53, -4.23, -2.33], [-2.42, -3.91, -1.31], [-2.46, -2.62, -0.82], [-1.49, -5.64, -2.84], [-0.73, -6.45, -2.08], [-0.99, -5.72, -4.09], [-2.72, -6.20, -2.88], [-1.81, -0.02, 1.10], [-1.51, -1.16, 1.84], [-1.64, -1.16, 3.22], [-2.05, -0.01, 3.88], [-2.33, 1.15, 3.16], [-2.20, 1.13, 1.78], [-2.16, 0.02, 5.37], [-2.36, -1.20, 5.90], [-1.05, 0.51, 5.96], [-3.18, 0.80, 5.79], [-4.99, 2.22, -3.61], [-2.71, 1.58, -2.89], [-4.33, -0.40, 0.53], [-6.60, 0.21, -0.18], [-0.05, -1.22, -2.72], [0.02, -3.52, -3.63], [-3.08, -4.67, -0.91], [-3.16, -2.38, -0.03], [-1.12, -2.05, 1.35], [-1.39, -2.05, 3.78], [-2.64, 2.05, 3.67], [-2.42, 2.04, 1.22], [2.53, -4.66, -0.42], [2.18, -3.19, -0.47], [1.02, -2.94, 0.28], [3.39, -4.89, -1.06], [1.68, -5.26, -0.76], [2.76, -4.96, 0.60], [2.02, -2.89, -1.52], [3.02, -2.59, -0.10], [1.14, -2.05, 0.74], [2.25, -0.60, 4.00], [2.31, 0.17, 2.26], [4.12, 0.06, 1.68], [1.92, 2.02, 2.46], [1.29, -0.55, 1.29], [3.12, -0.32, 4.61], [2.23, -1.69, 3.92], [1.35, -0.28, 4.53], [4.82, 0.37, 2.47], [4.29, 0.71, 0.82], [4.37, -0.96, 1.38], [2.39, 2.45, 3.35], [0.84, 2.15, 2.54], [2.26, 2.60, 1.59]],
  "mulliken_charge": [-1.02, -0.76, -0.31, -0.32, 0.20, 1.71, -0.83, -0.96, -0.98, 1.86, -0.81, -0.89, -0.16, -0.22, -0.55, 0.39, 0.40, 0.38, 0.37, 0.36, 0.39, 0.44, 0.31, -0.27, 0.82, -0.30, -0.26, 0.42, -0.84, -0.47, 0.64, 0.09, -1.27, 1.05, 0.32, -0.53, -1.06, 0.35, -1.34, -0.04, 0.86, -0.26, -0.29, -0.28, 0.98, 0.35, -1.10, 0.28, -1.00, -0.86, 0.77, -0.29, -0.26, -0.29, 0.44, 0.39, 0.32, 0.38, 0.36, 0.39, 0.41, 0.36, 0.23, 0.38, 0.41, 0.37, -1.47, 0.83, -0.47, 0.41, 0.22, 0.34, -0.10, -0.18, 0.20, -1.05, 0.19, -0.86, -0.64, 0.31, 0.38, 0.30, 0.09, 0.47, -0.06, 0.28, 0.48, 0.08, -0.06]
}

Record 4
{
  "formula": "C38H35N6O13Sr",
  "method": "wB97M-V/def2-TZVPD",
  "max_force_ev_per_a": 3.5,
  "homo_ev": -9.664,
  "de_lowest_kcal_mol": 2.6,
  "lumo_ev": -3.23,
  "charge": 1,
  "symbols": ["Sr", "C", "C", "O", "H", "H", "H", "H", "H", "C", "C", "C", "C", "C", "C", "N", "O", "O", "H", "H", "H", "H", "H", "C", "C", "C", "C", "C", "C", "N", "O", "O", "H", "H", "H", "H", "H", "C", "C", "C", "C", "C", "C", "N", "O", "O", "H", "H", "H", "H", "H", "C", "C", "C", "C", "C", "C", "N", "O", "O", "H", "H", "H", "H", "H", "C", "C", "C", "C", "C", "C", "N", "O", "O", "H", "H", "H", "H", "H", "C", "C", "C", "C", "C", "C", "N", "O", "O", "H", "H", "H", "H", "H"],
  "xyz": [[0.19, 0.16, -0.32], [-1.57, -4.30, 0.64], [-1.91, -3.11, -0.23], [-1.19, -1.90, -0.15], [-0.49, -4.48, 0.59], [-2.00, -5.26, 0.38], [-1.78, -4.10, 1.69], [-2.98, -2.95, -0.15], [-1.81, -3.49, -1.25], [-2.45, -1.89, -6.86], [-3.27, -0.77, -6.80], [-3.29, -0.06, -5.57], [-2.55, -0.48, -4.44], [-1.84, -1.67, -4.55], [-1.72, -2.33, -5.76], [-2.44, 0.35, -3.21], [-3.26, 1.21, -3.04], [-1.46, 0.18, -2.53], [-2.39, -2.33, -7.84], [-3.71, -0.28, -7.66], [-3.82, 0.88, -5.59], [-1.27, -1.94, -3.67], [-1.09, -3.19, -5.94], [0.79, 5.34, 5.11], [2.09, 5.48, 4.52], [2.36, 4.95, 3.24], [1.31, 4.28, 2.57], [0.00, 4.17, 3.17], [-0.20, 4.70, 4.45], [1.47, 3.62, 1.28], [0.67, 2.70, 1.00], [2.42, 3.97, 0.57], [0.62, 5.66, 6.12], [2.83, 6.01, 5.10], [3.33, 5.14, 2.79], [-0.87, 3.71, 2.72], [-1.09, 4.62, 5.05], [3.64, -6.32, 0.85], [4.75, -5.48, 1.10], [4.66, -4.09, 0.99], [3.42, -3.57, 0.54], [2.36, -4.40, 0.27], [2.49, -5.74, 0.40], [3.36, -2.17, 0.20], [4.44, -1.54, 0.06], [2.25, -1.65, 0.14], [3.78, -7.39, 0.97], [5.71, -5.97, 1.22], [5.56, -3.50, 1.09], [1.50, -3.98, -0.23], [1.62, -6.29, 0.08], [2.70, 4.99, -5.14], [2.74, 3.65, -4.87], [1.96, 3.08, -3.90], [0.96, 3.86, -3.26], [0.84, 5.23, -3.55], [1.72, 5.79, -4.48], [0.26, 3.28, -2.10], [0.50, 2.11, -1.86], [-0.42, 3.92, -1.34], [3.39, 5.43, -5.85], [3.47, 2.96, -5.27], [2.14, 2.07, -3.56], [0.05, 5.86, -3.18], [1.68, 6.87, -4.54], [2.53, -3.92, 4.77], [1.27, -3.57, 4.25], [1.08, -2.33, 3.66], [2.13, -1.41, 3.60], [3.37, -1.73, 4.07], [3.60, -2.97, 4.64], [1.93, -0.02, 3.03], [0.93, 0.16, 2.29], [2.68, 0.86, 3.34], [2.67, -4.88, 5.23], [0.43, -4.24, 4.30], [0.15, -2.04, 3.19], [4.27, -1.14, 4.09], [4.54, -3.25, 5.08], [-6.67, -0.16, 1.28], [-5.53, -0.90, 1.08], [-4.42, -0.19, 0.71], [-4.30, 1.20, 0.92], [-5.44, 1.88, 1.34], [-6.64, 1.25, 1.47], [-3.09, 1.96, 0.50], [-2.95, 3.10, 0.95], [-2.13, 1.40, 0.02], [-7.60, -0.70, 1.41], [-5.38, -1.97, 0.99], [-3.56, -0.77, 0.38], [-5.51, 2.95, 1.49], [-7.52, 1.83, 1.71]],
  "mulliken_charge": [2.33, -0.74, -0.53, -0.48, -0.20, 0.42, 0.27, 0.25, 0.17, -0.19, -0.66, -0.24, -0.05, 0.00, -0.83, 0.87, -0.60, -0.34, 0.37, 0.37, 0.38, 0.40, 0.40, -0.38, -0.54, -0.65, 0.10, 0.00, -0.69, 1.01, -0.32, -0.61, 0.40, 0.39, 0.49, 0.49, 0.37, -0.60, -0.51, -0.59, 0.11, -0.32, -0.41, 0.75, -0.59, -0.19, 0.45, 0.42, 0.48, 0.46, 0.44, -0.50, -0.61, -0.17, 0.08, -0.46, -0.42, 0.95, -0.40, -0.58, 0.40, 0.36, 0.40, 0.45, 0.38, -0.52, -0.56, -0.30, 0.17, -0.31, -0.57, 1.05, -0.58, -0.57, 0.45, 0.42, 0.38, 0.43, 0.43, -0.39, -0.61, 0.11, -0.13, -0.21, -0.52, 0.60, -0.55, -0.22, 0.38, 0.42, 0.16, 0.41, 0.41]
}